13
Properties=species:S:1:pos:R:3:nbo_charge:R:1 method="wB97M-V/def2-TZVPD" orbital_gap_ev=9.60 e_above_lowest_kcal_mol=94.6 homo_energy_ev=-8.6540
C 0.54 0.03 0.79 0.13
H -2.14 1.33 -0.54 0.23
C -0.34 1.17 0.71 -0.24
C -1.08 -0.64 -0.42 -0.18
C -1.36 0.74 -0.09 -0.23
H 0.26 -1.94 0.43 0.37
H 0.32 -0.31 -1.12 0.14
N -0.27 -1.11 0.66 -0.56
H 2.15 0.87 -0.39 0.22
C 1.58 -0.03 -0.15 -0.52
H 2.12 -0.96 -0.30 0.21
H -0.08 2.19 0.96 0.22
H -1.84 -1.30 -0.84 0.22